1.
Molecular formula: C46H73N11
Method: DFT, ωB97M-V with the def2-TZVPD basis set

Structure (XYZ):
```
130
Properties=species:S:1:pos:R:3:forces:R:3:mulliken_charge:R:1
N -15.9921 -10.4064 19.9056 0.645 0.156 -0.478 -0.556
C -15.2295 -11.3701 20.4511 -0.810 0.955 0.509 -0.085
C -14.0142 -11.1510 21.0792 -0.447 0.623 -0.463 -0.345
C -13.5853 -9.8328 21.1492 -0.408 0.823 0.210 -0.266
C -14.4034 -8.7749 20.6599 0.911 -1.623 -0.747 -0.386
C -15.5244 -9.1342 19.9161 0.107 -0.964 1.314 -0.155
H -15.6503 -12.3580 20.5668 -0.302 -0.146 -0.553 0.340
H -13.5465 -12.0264 21.5050 0.539 0.294 0.070 0.361
H -12.6438 -9.5855 21.6170 0.064 0.018 0.150 0.381
H -14.0760 -7.7466 20.7016 0.023 0.013 0.118 0.351
H -16.0975 -8.3572 19.4320 -0.316 -0.155 -0.146 0.359
N -14.5351 -11.4943 10.8856 -0.159 0.215 1.488 -0.552
C -14.9208 -10.8660 12.0517 -0.096 -1.836 -0.862 -0.187
C -15.3473 -11.5940 13.1505 0.743 -0.449 -0.724 -0.280
C -15.3404 -13.0077 13.0916 0.491 1.697 0.986 -0.188
C -14.9169 -13.6595 11.9557 0.250 0.792 0.115 -0.463
C -14.5032 -12.8387 10.8868 -0.580 0.641 0.212 -0.181
H -14.8823 -9.7916 12.1544 0.154 0.146 -0.594 0.361
H -15.4860 -11.0616 14.0798 -0.390 -0.149 0.117 0.364
H -15.4562 -13.4296 14.0790 -0.425 -0.881 -0.260 0.361
H -14.8021 -14.7332 11.9761 -0.016 -0.031 -0.370 0.389
H -14.1325 -13.2739 9.9706 0.021 -0.142 -0.105 0.377
C -21.3835 -13.3868 9.6706 0.866 1.138 0.241 -1.226
C -21.3568 -14.7996 9.1112 -0.749 0.600 0.670 -0.324
C -19.9550 -15.2237 8.6215 -0.582 -0.446 -0.523 -0.374
C -19.5441 -14.5515 7.4004 -0.210 0.253 0.430 0.211
N -19.1925 -14.0433 6.4415 0.240 0.407 -0.794 -0.421
H -21.2128 -12.6152 8.9198 -0.171 -0.148 -0.416 0.332
H -20.5580 -13.1918 10.3551 0.153 -0.354 0.281 0.323
H -22.2685 -13.0656 10.2199 -0.271 -0.513 -0.187 0.344
H -22.1566 -14.8318 8.3714 0.523 -0.239 -0.711 0.275
H -21.7874 -15.4452 9.8765 0.712 -0.426 0.180 0.315
H -19.9305 -16.2665 8.3053 -0.170 -0.288 0.444 0.255
H -19.1375 -15.0777 9.3276 -0.331 0.025 0.390 0.287
C -23.3263 -13.9884 15.9883 -0.508 -0.214 0.752 -1.194
C -21.9550 -13.6860 16.5496 -0.992 0.477 -1.245 -0.391
C -21.3104 -14.8796 17.1370 0.535 -0.020 1.216 -0.410
C -20.9721 -15.9126 16.1780 0.424 -0.721 -0.302 0.303
N -20.7408 -16.7530 15.4239 -0.115 0.503 0.327 -0.421
H -23.9550 -14.3627 16.7962 -0.332 0.302 0.171 0.324
H -23.3218 -14.8368 15.3040 0.224 0.347 -0.495 0.364
H -23.7587 -13.0798 15.5692 -0.201 -0.316 -0.211 0.311
H -22.0036 -12.9583 17.3597 -0.053 0.366 -0.364 0.295
H -21.3852 -13.3311 15.6908 0.480 0.392 0.377 0.294
H -21.9490 -15.2944 17.9169 -0.137 -0.266 -0.063 0.273
H -20.4768 -14.4422 17.6863 0.686 -0.844 -0.173 0.251
C -17.3744 -7.5075 4.2727 0.315 -0.273 0.496 -1.157
C -16.9344 -7.7667 5.7442 -1.585 0.138 -0.108 -0.344
C -17.0003 -6.5247 6.6402 0.843 1.096 -1.110 -0.460
C -18.1834 -5.6565 6.4075 -1.784 0.228 0.626 0.232
N -19.1359 -5.0007 6.2497 1.946 -1.184 0.178 -0.431
H -18.4083 -7.2098 4.0983 -0.146 0.097 0.753 0.364
H -17.2960 -8.4351 3.7056 0.482 0.131 -0.151 0.333
H -16.7843 -6.6952 3.8484 0.279 -0.256 -0.243 0.307
H -15.9490 -8.2246 5.8309 0.045 0.206 -0.233 0.313
H -17.6274 -8.4565 6.2258 -0.048 -0.398 -0.299 0.262
H -16.2026 -5.8481 6.3337 0.420 0.036 -0.048 0.232
H -16.7376 -6.7713 7.6689 -0.763 0.169 0.144 0.348
C -9.0586 -13.7083 4.2144 0.084 0.062 -0.571 -1.109
C -10.5322 -13.8375 4.6006 0.349 -0.044 -0.332 -0.316
C -11.5978 -13.4498 3.5480 -0.068 1.363 -0.162 -0.371
C -11.4076 -12.1479 2.8178 0.620 -1.218 0.356 0.187
N -11.2527 -11.1752 2.2304 -0.051 0.193 0.000 -0.415
H -8.8760 -12.7972 3.6446 0.114 0.157 0.182 0.321
H -8.7101 -14.5290 3.5875 -0.232 -0.100 -0.171 0.294
H -8.4022 -13.7406 5.0840 -0.177 0.222 0.109 0.320
H -10.7058 -13.2412 5.4963 -0.114 -0.150 0.035 0.276
H -10.6784 -14.8966 4.8127 -0.413 0.111 0.378 0.267
H -12.5288 -13.2200 4.0661 -0.216 -0.638 0.144 0.268
H -11.7867 -14.2258 2.8062 0.092 0.034 0.041 0.275
C -11.6695 -4.2848 15.8619 -0.327 1.065 -0.293 -1.120
C -11.2359 -3.1620 14.8852 0.194 -0.641 -0.885 -0.374
C -12.4076 -2.3768 14.2413 -1.181 -0.118 0.868 -0.437
C -13.6327 -3.1672 13.8975 1.100 -0.077 0.044 0.205
N -14.5550 -3.8181 13.6850 0.008 0.132 -0.023 -0.422
H -10.8292 -4.8194 16.3050 -0.018 0.156 -0.087 0.342
H -12.3646 -4.9951 15.4143 0.209 -0.026 -0.248 0.345
H -12.2458 -3.7831 16.6392 0.074 -0.199 0.385 0.287
H -10.6038 -3.5453 14.0842 -0.126 -0.382 -0.115 0.303
H -10.5693 -2.4436 15.3623 -0.272 0.107 0.311 0.284
H -12.1720 -1.7220 13.4024 0.358 -0.303 -0.043 0.354
H -12.7865 -1.7099 15.0157 -0.020 0.271 0.087 0.231
C -12.6545 -20.0747 1.7598 1.421 0.049 -0.607 -1.218
C -14.1187 -20.3052 1.6554 -0.454 0.749 0.801 -0.282
C -14.9065 -19.1473 2.3309 -0.270 -0.189 -0.342 -0.369
C -14.4493 -18.8254 3.6669 0.676 -0.322 2.273 0.209
N -14.0626 -18.6559 4.7499 -0.543 -0.062 -1.608 -0.449
H -12.0764 -20.8840 1.3139 -0.109 -0.239 0.047 0.332
H -12.3350 -19.9995 2.7992 -0.006 0.153 -0.030 0.371
H -12.3255 -19.1978 1.2022 -0.065 0.305 0.197 0.301
H -14.2986 -21.2175 2.2242 -0.576 -0.131 -0.326 0.263
H -14.4717 -20.3596 0.6256 0.029 -0.334 0.085 0.279
H -15.9565 -19.4361 2.3777 -0.096 0.211 0.077 0.291
H -14.8425 -18.1918 1.8102 -0.001 -0.175 -0.566 0.275
C -8.7789 -9.7435 14.9482 0.148 -0.571 -0.009 -1.107
C -9.6253 -10.5542 15.9290 0.122 -0.036 -0.842 -0.442
C -8.8344 -11.2843 17.0009 0.242 0.229 0.459 -0.417
C -8.0246 -10.3546 17.8369 -0.499 -0.667 -0.130 0.240
N -7.3933 -9.6239 18.4586 -0.074 -0.030 -0.088 -0.413
H -8.0268 -9.0795 15.3740 -0.313 0.177 0.237 0.359
H -9.4466 -9.2137 14.2688 0.248 0.122 -0.038 0.300
H -8.2265 -10.4972 14.3870 0.180 0.225 -0.371 0.299
H -10.0251 -11.3484 15.2985 -0.518 -0.037 0.160 0.260
H -10.4658 -9.9679 16.3004 0.148 -0.095 0.384 0.350
H -8.1678 -12.0329 16.5726 0.303 0.280 -0.294 0.267
H -9.5097 -11.9156 17.5785 -0.006 0.405 0.531 0.302
C -22.4331 -6.6997 15.0653 -0.801 0.153 -0.642 -1.208
C -21.1559 -6.5227 14.2293 -0.703 0.294 0.438 -0.298
C -21.4302 -6.0399 12.7535 -0.800 -0.511 0.766 -0.318
C -22.6005 -6.6854 12.1405 1.082 -0.369 0.450 0.174
N -23.4891 -7.2427 11.6917 -0.815 -0.310 -0.397 -0.424
H -23.1582 -7.3423 14.5659 0.068 -0.171 -0.128 0.358
H -22.9444 -5.7414 15.1560 -0.009 0.132 0.152 0.301
H -22.3244 -7.1139 16.0677 0.543 0.124 -0.069 0.338
H -20.5856 -7.4467 14.3246 0.201 0.120 -0.575 0.299
H -20.6209 -5.7231 14.7417 0.493 -0.099 -0.289 0.240
H -20.5787 -6.1929 12.0904 0.021 0.283 0.144 0.309
H -21.7772 -5.0066 12.7590 0.725 0.349 0.148 0.229
C -13.6616 -22.0782 17.5520 0.344 -0.583 0.144 -1.212
C -13.4150 -21.8844 16.0174 -1.383 0.312 1.651 -0.290
C -13.9665 -20.4752 15.6618 0.690 0.475 0.043 -0.478
C -13.3089 -19.3986 16.4241 -0.843 -1.801 -0.787 0.229
N -12.8004 -18.6540 17.1101 0.921 1.496 1.028 -0.412
H -13.5440 -23.0976 17.9196 0.472 -0.309 -0.522 0.345
H -14.6745 -21.8948 17.9103 -0.158 0.649 -0.469 0.332
H -12.9649 -21.4934 18.1525 -0.114 0.248 -0.109 0.352
H -14.0667 -22.5931 15.5064 0.365 -0.119 -0.279 0.260
H -12.3598 -22.0722 15.8188 -0.178 0.275 -0.356 0.279
H -15.0183 -20.4259 15.9437 -0.070 -0.138 -0.137 0.274
H -13.8813 -20.1560 14.6231 -0.051 -0.496 -0.209 0.320
```
Positions in Å, forces in eV/Å.

Summary:
- SMILES = c1ccncc1.c1ccncc1.CCCC#N.CCCC#N.CCCC#N.CCCC#N.CCCC#N.CCCC#N.CCCC#N.CCCC#N.CCCC#N
- HOMO-LUMO gap (eV) = 9.89
- M (g/mol) = 780.17
- E_tot (eV) = -65271.9233


2.
Molecular formula: C46H79O13P
Method: DFT, ωB97M-V with the def2-TZVPD basis set

Structure (XYZ):
```
139
Properties=species:S:1:pos:R:3:forces:R:3:mulliken_charge:R:1
C 5.1549 -2.1322 2.7738 0.285 -0.492 -0.534 -1.073
C 5.2478 -2.4381 1.2476 -0.625 1.466 0.749 -0.477
C 3.8774 -2.1195 0.5924 -0.286 -0.665 -0.135 -0.370
C 3.2604 -3.3064 -0.1628 1.005 1.239 -0.542 -0.963
O 1.9297 -2.9340 -0.5742 -0.081 -1.225 0.112 -0.331
C 0.9505 -3.7791 -0.1687 -0.441 0.507 -0.628 0.439
C 0.7258 -4.1775 1.0767 -0.355 -0.121 0.593 -0.611
C -0.4336 -5.0926 1.3720 0.201 -0.203 -0.098 -0.019
O -0.3523 -5.9821 2.1916 -0.049 0.480 -0.550 -0.569
C -1.6740 -4.8242 0.5210 0.856 -0.184 0.786 0.783
C -2.9619 -4.9451 1.0252 0.100 -0.086 -0.118 -0.141
C -3.2345 -5.3812 2.4599 -0.363 0.147 -0.169 -0.380
O -2.3759 -4.8112 3.4179 -0.002 0.253 -0.397 -0.418
C -2.6392 -3.4282 3.6434 -0.592 -0.359 0.873 0.360
C -3.5130 -3.2961 4.9105 0.190 -0.067 -0.377 -1.309
C -4.0069 -4.6413 0.1429 -0.983 -0.423 1.458 1.136
P -5.8161 -4.6788 0.5765 -0.465 0.314 -1.137 -0.174
C -6.2296 -6.2379 1.4931 -0.357 0.145 0.355 -1.080
C -6.0377 -3.1948 1.7155 0.394 -0.833 0.430 0.136
C -6.7871 -3.5139 3.0188 -0.038 0.875 0.019 -1.223
C -3.7576 -4.2512 -1.1493 -0.063 0.260 -0.612 -1.025
C -2.4728 -4.1317 -1.6445 -0.393 -0.054 -0.810 0.916
C -2.2855 -3.6495 -3.0791 -0.093 -0.021 0.733 -1.340
O -1.7237 -2.3434 -3.0825 -0.149 -0.206 -0.504 -0.414
C -2.6569 -1.3438 -2.7418 -0.098 0.975 0.883 -0.514
C -2.3908 -0.7975 -1.3300 -0.229 -0.174 -0.058 0.058
O -3.0741 0.4378 -1.2001 0.579 -0.174 0.326 -0.360
C -2.6531 1.0795 0.0263 -1.316 -0.451 -0.757 -0.252
C -3.8015 1.9818 0.4735 0.805 0.097 0.320 -0.957
C -1.4356 -4.4231 -0.7880 1.084 0.103 -0.341 0.213
C 0.0054 -4.2777 -1.2506 0.008 -0.115 -0.135 -0.102
O 0.3900 -4.5673 -2.3641 -0.199 0.352 0.754 -0.608
H 6.1196 -1.8245 3.1823 -0.113 -0.305 0.042 0.270
H 4.7838 -3.0244 3.2907 -0.020 0.291 0.170 0.318
H 4.4838 -1.2865 2.9449 0.041 -0.184 0.034 0.295
H 5.5926 -3.4579 1.0595 -0.002 0.155 -0.073 0.416
H 5.9636 -1.7041 0.8595 0.129 -0.511 -0.220 0.317
H 3.9626 -1.2822 -0.1108 0.002 -0.178 0.068 0.259
H 3.1357 -1.7947 1.3336 0.253 -0.110 0.061 0.350
H 3.8404 -3.4204 -1.0904 -0.196 -0.313 0.152 0.318
H 3.3070 -4.2467 0.3922 -0.349 0.169 0.073 0.518
H 1.3514 -3.8443 1.9028 -0.009 -0.345 -0.079 0.584
H -4.2789 -5.1109 2.6829 0.210 -0.093 0.051 -0.235
H -3.1601 -6.4723 2.5252 0.156 0.195 0.131 0.350
H -3.1563 -2.9597 2.7976 0.320 -0.125 -0.100 -0.316
H -1.6705 -2.9466 3.8125 -0.176 0.050 -0.203 0.480
H -4.0849 -2.3623 4.8872 0.295 0.006 0.319 0.335
H -2.8609 -3.3888 5.7827 -0.284 0.274 0.051 0.369
H -4.2437 -4.1104 4.9797 0.163 0.066 -0.222 0.272
H -6.2809 -6.1270 2.5820 0.330 -0.183 -0.161 0.323
H -5.6006 -7.0843 1.1996 0.154 0.302 0.133 0.374
H -7.2453 -6.5100 1.1802 0.182 0.136 -0.033 0.379
H -5.0437 -2.8086 1.9706 -0.186 0.028 -0.076 -0.109
H -6.5452 -2.4230 1.1315 -0.012 -0.181 0.082 0.507
H -7.7719 -3.9662 2.8661 0.229 -0.119 -0.072 0.326
H -6.1846 -4.1203 3.6998 -0.166 -0.091 -0.176 0.177
H -6.9670 -2.5594 3.5334 -0.013 -0.233 0.017 0.362
H -4.5841 -3.9950 -1.8086 -0.022 -0.147 0.164 0.230
H -3.2786 -3.6120 -3.5483 0.239 -0.201 -0.105 0.462
H -1.6203 -4.3369 -3.6022 -0.054 0.364 -0.140 0.484
H -3.7043 -1.6766 -2.7657 0.221 -0.227 -0.189 0.182
H -2.5938 -0.4757 -3.4126 0.258 -0.357 -0.137 0.440
H -2.7687 -1.5010 -0.5647 0.089 0.054 -0.136 -0.050
H -1.3127 -0.6804 -1.1330 -0.097 0.015 -0.346 0.317
H -1.7250 1.6212 -0.1929 -0.035 -0.084 0.390 0.265
H -2.5097 0.2640 0.7500 0.276 0.381 0.124 0.256
H -3.7862 2.9186 -0.0922 -0.221 -0.117 0.113 0.176
H -4.7651 1.4799 0.3653 0.168 0.020 -0.079 0.293
H -3.6565 2.1914 1.5403 -0.157 0.223 -0.186 0.348
C 7.3427 2.3540 5.1912 0.081 -0.348 0.087 -1.114
C 6.5183 1.5310 4.2283 -0.162 -0.089 -0.084 0.842
O 6.4934 0.3189 4.2900 -0.005 0.501 -0.391 -0.410
C 5.7300 2.2820 3.1885 -0.032 -0.454 0.211 -0.864
H 7.8613 1.6972 5.8875 0.003 0.043 0.011 0.287
H 8.0832 2.9367 4.6413 -0.112 0.153 0.016 0.342
H 6.6938 3.0228 5.7584 0.057 0.140 -0.105 0.318
H 6.3996 2.8578 2.5576 -0.074 0.185 0.095 0.177
H 5.0134 2.9474 3.6731 0.119 0.170 -0.066 0.364
H 5.1861 1.5735 2.5661 0.016 0.018 -0.001 0.146
C -5.3168 4.9715 3.9721 0.080 -0.249 0.130 -1.179
C -6.0330 4.0749 2.9912 -0.058 -0.094 -0.049 0.898
O -6.0526 2.8737 3.1334 0.032 0.004 0.035 -0.545
C -6.7222 4.7418 1.8276 -0.033 -0.261 -0.047 -1.085
H -4.8677 4.3635 4.7553 -0.019 -0.007 -0.023 0.304
H -4.5289 5.5277 3.4619 -0.110 0.150 0.000 0.308
H -6.0241 5.6666 4.4274 0.068 0.135 -0.108 0.366
H -5.9943 5.2876 1.2245 -0.082 0.139 0.032 0.275
H -7.4918 5.4249 2.1917 0.119 0.148 -0.037 0.415
H -7.1926 3.9833 1.2054 0.030 0.004 0.006 0.261
C -3.1432 4.6631 -3.2090 -0.453 0.080 0.375 -1.026
C -4.6237 4.6742 -2.9320 0.114 0.072 0.187 0.844
O -5.0720 5.1383 -1.9058 -0.089 -0.037 -0.004 -0.585
C -5.5294 4.0829 -3.9852 -0.245 0.073 0.192 -1.138
H -2.6168 5.1166 -2.3727 0.015 0.000 -0.035 0.260
H -2.7940 3.6381 -3.3286 0.042 0.042 -0.210 0.285
H -2.9271 5.2351 -4.1092 0.034 -0.171 -0.097 0.427
H -5.2835 3.0311 -4.1393 0.095 0.048 -0.150 0.278
H -5.4196 4.6311 -4.9223 0.108 -0.144 -0.067 0.340
H -6.5640 4.1569 -3.6545 0.025 0.006 0.010 0.320
C 0.8599 6.0079 -5.4951 -0.162 0.131 0.235 -1.174
C 0.1284 4.7335 -5.1489 0.007 -0.156 0.123 0.718
O -0.5882 4.6638 -4.1745 0.345 0.064 -0.140 -0.516
C 0.3286 3.5580 -6.0681 -0.272 0.037 0.187 -0.799
H 0.6273 6.7706 -4.7541 -0.004 -0.029 0.000 0.308
H 1.9367 5.8316 -5.4934 -0.003 -0.002 -0.187 0.347
H 0.5455 6.3629 -6.4778 0.165 -0.072 -0.074 0.321
H 1.3836 3.2773 -6.0906 0.016 0.083 -0.177 0.344
H -0.0082 3.8060 -7.0787 0.275 -0.063 0.186 0.248
H -0.2528 2.7131 -5.7013 0.020 0.019 0.022 0.277
C 7.4267 5.3350 -0.6610 -0.098 0.073 0.264 -1.137
C 6.7164 4.0464 -0.3290 -0.051 0.009 0.051 0.831
O 6.1071 3.9100 0.7079 0.045 0.127 -0.252 -0.561
C 6.7975 2.9339 -1.3446 -0.163 -0.140 0.201 -0.990
H 7.2865 6.0443 0.1522 -0.011 -0.026 -0.007 0.299
H 8.4947 5.1506 -0.7877 -0.023 0.015 -0.185 0.329
H 7.0148 5.7626 -1.5764 0.149 -0.057 -0.090 0.340
H 7.8384 2.6462 -1.5005 -0.003 0.091 -0.162 0.318
H 6.3586 3.2584 -2.2893 0.168 0.016 -0.069 0.337
H 6.2450 2.0703 -0.9790 0.003 0.028 0.008 0.204
C 7.2886 -1.2788 6.4460 0.183 -0.083 0.639 -0.612
C 8.0829 -1.3049 7.7270 -0.040 -0.010 -0.003 0.700
O 8.2750 -0.2969 8.3705 0.025 -0.026 -0.015 -0.567
C 8.6315 -2.6386 8.1773 0.131 0.180 0.259 -1.152
H 6.9610 -0.2733 6.2494 -0.026 0.020 0.035 -0.043
H 7.9084 -1.6150 5.6142 -0.122 -0.113 -0.041 0.312
H 6.4112 -1.9222 6.5405 0.089 -0.138 -0.133 0.354
H 9.3108 -3.0365 7.4217 -0.135 -0.120 -0.054 0.309
H 7.8132 -3.3406 8.3447 0.041 -0.083 -0.163 0.316
H 9.1795 -2.5090 9.1091 -0.014 0.012 -0.020 0.320
C 0.6489 1.0913 -9.5265 -0.039 0.126 0.274 -1.010
C 0.1995 2.4707 -9.9393 -0.018 0.037 0.034 0.777
O -0.0741 3.3166 -9.1179 -0.023 -0.036 -0.295 -0.538
C 0.1055 2.7507 -11.4182 -0.082 0.270 0.098 -1.104
H 0.6713 1.0281 -8.4402 -0.010 0.011 -0.019 0.219
H -0.0468 0.3425 -9.9081 0.124 -0.046 -0.126 0.326
H 1.6506 0.8946 -9.9117 -0.075 -0.110 -0.131 0.321
H -0.6136 2.0731 -11.8809 0.142 -0.098 -0.068 0.323
H 1.0840 2.6252 -11.8844 -0.058 -0.164 -0.069 0.321
H -0.2280 3.7751 -11.5712 0.004 -0.017 0.023 0.298
```
Positions in Å, forces in eV/Å.

Summary:
- SMILES = CCCCOC1=CC(=O)c2c(COCC)c(P(C)CC)cc(COCCOCC)c2C1=O.CC(C)=O.CC(C)=O.CC(C)=O.CC(C)=O.CC(C)=O.CC(C)=O.CC(C)=O
- HOMO-LUMO gap (eV) = 7.70
- M (g/mol) = 871.10
- E_tot (eV) = -84886.0050